[1]
The following is a DFT calculation (wB97M-V/def2-TZVPD) of a gas-phase ion, C9H21NO3P (charge +1) at a distorted geometry.

Structure (XYZ):
```
35
C9H21NO3P (wB97M-V/def2-TZVPD)
C 0.465 1.811 -1.298
C 1.505 0.991 -0.505
C -0.692 2.519 -0.480
C 1.313 -0.467 -0.509
C -1.678 1.570 0.177
C 2.276 -1.091 0.558
C 1.548 -1.048 -1.988
C -1.415 1.425 1.644
C -2.716 1.054 -0.455
N -0.040 -0.837 -0.136
O 0.023 -2.017 2.346
O -0.197 -3.380 0.342
O -2.072 -2.014 1.016
P -0.492 -1.997 0.878
H 0.955 2.728 -1.783
H 0.065 1.024 -1.943
H 2.528 1.252 -0.832
H 1.544 1.228 0.670
H -0.254 3.269 0.179
H -1.192 3.217 -1.234
H 3.269 -0.693 0.415
H 2.385 -2.215 0.563
H 2.095 -1.017 1.606
H 0.547 -0.750 -2.374
H 1.804 -2.183 -1.772
H 2.340 -0.622 -2.622
H -1.813 0.442 2.018
H -2.057 2.183 2.150
H -0.296 1.621 1.806
H -3.444 0.429 0.014
H -0.659 -0.130 -0.337
H -2.651 1.111 -1.493
H 0.420 -2.750 2.813
H -0.764 -3.461 -0.400
H -2.651 -1.203 0.965
```

For the total energy, the calculation gives -26589.089 eV. The charge is +1. The SMILES is C=C(C)CCCC(C)(C)[NH+]=P(O)(O)O. The largest force on an atom comes out at 0.084 hartree/bohr. The value obtained for the lowest unoccupied orbital energy is -2.85 eV.


[2]
The following is a DFT calculation (wB97M-V/def2-TZVPD) of C17H17N3O4S in the gas phase at a distorted geometry.

Structure (XYZ):
```
42
C17H17N3O4S (wB97M-V/def2-TZVPD)
N -2.677 1.660 -3.568
O 0.579 3.502 -2.447
O -2.137 -0.992 4.152
O -1.256 -1.067 6.331
C -1.592 1.621 -3.236
O 0.274 -1.737 -4.582
C 0.693 2.283 -2.405
C -0.206 -2.999 -4.935
C -1.200 -3.316 -4.050
C -1.279 -2.299 -3.107
C -0.313 -1.339 -3.378
C -0.018 1.222 2.290
C 1.463 -0.553 2.640
C 0.312 1.240 0.915
C 1.958 -0.434 1.364
C 0.466 0.242 3.163
C 1.421 0.493 0.478
N 1.736 1.968 -1.512
N 0.158 0.051 4.522
C -0.160 1.216 -3.140
C 1.939 0.648 -0.989
C 1.494 -0.480 -2.011
C 0.049 -0.236 -2.500
C -2.106 1.437 5.612
S -1.454 -0.171 5.165
H 0.052 -3.591 -5.805
H -1.778 -4.232 -4.128
H -1.845 -2.264 -2.154
H -0.874 1.885 2.484
H 1.778 -1.325 3.271
H -0.206 2.028 0.286
H 2.700 -1.142 0.971
H 1.603 2.638 -0.686
H 0.761 -0.625 4.980
H 0.152 1.220 -4.173
H 3.082 0.375 -0.838
H 2.098 -0.418 -2.900
H 1.708 -1.496 -1.617
H -0.597 -0.211 -1.658
H -3.228 1.496 5.555
H -1.896 1.591 6.681
H -1.654 2.113 4.956
```

For the total energy, the calculation gives -41396.651 eV. The SMILES is CS(=O)(=O)Nc1ccc([C@H]2C[C@H](c3ccco3)[C@@H](C#N)C(=O)N2)cc1. The largest force on an atom comes out at 0.128 hartree/bohr. The value obtained for the lowest unoccupied orbital energy is 0.40 eV.


Number 1: highest occupied orbital energy -13.04 eV. Number 2: highest occupied orbital energy -8.79 eV.